The following is a DFT calculation (ωB97M-V/def2-TZVPD) of a structure of composition C8H14B2Be2Cl4F8N2 at a distorted geometry.

Geometry as XYZ:
```
40
Properties=species:S:1:pos:R:3:forces:R:3:mulliken_charge:R:1
Be -12.587 23.268 10.489 3.341 -2.410 0.042 1.33
Be -9.885 21.181 13.646 -0.884 -1.834 -2.984 1.40
B -11.844 20.378 10.851 -1.057 -1.780 -1.304 0.63
F -12.282 19.151 10.408 0.807 0.453 0.460 -0.15
F -10.647 20.354 11.567 1.236 -0.099 2.008 -0.22
F -11.560 21.241 9.786 -0.743 2.245 -0.923 -0.37
F -12.877 20.975 11.557 -0.869 1.687 0.679 -0.44
B -10.208 23.435 11.638 2.549 3.079 1.933 0.89
F -10.591 23.697 10.317 -3.058 -0.463 -0.933 -0.33
F -9.082 22.651 11.747 0.623 -1.046 0.601 -0.39
F -10.086 24.646 12.308 -0.088 -0.978 -0.667 -0.27
F -11.188 22.710 12.307 -2.277 -0.939 0.786 -0.35
C -10.655 16.724 11.851 0.708 0.093 -0.376 -0.23
C -10.411 17.748 12.857 -0.416 -0.564 -0.066 0.42
N -10.229 18.558 13.653 0.411 2.224 0.182 -0.44
H -11.674 16.349 11.785 -0.067 0.271 0.367 0.12
H -9.966 15.885 11.955 0.000 0.014 0.349 0.39
H -10.381 17.183 10.898 -0.151 0.053 -0.171 -0.09
C -12.651 16.269 8.716 0.394 -0.143 -0.266 -0.36
C -11.263 16.626 8.429 -0.120 0.010 -0.324 0.30
N -10.182 16.904 8.155 0.066 0.153 0.345 -0.43
H -12.755 15.189 8.621 -0.074 0.002 0.214 0.40
H -13.301 16.721 7.968 -0.050 0.138 0.167 0.35
H -12.900 16.610 9.719 -0.288 -0.074 -0.102 -0.21
Cl -17.002 18.864 12.558 -0.697 0.006 0.285 -0.16
C -15.325 18.426 12.372 0.778 -0.302 -1.040 -0.28
C -15.057 16.898 12.361 0.519 0.875 0.180 0.07
Cl -15.636 16.119 10.854 -0.114 0.212 0.574 -0.15
H -14.730 19.014 13.070 -0.031 -0.594 0.573 0.28
H -15.029 18.855 11.413 0.025 -0.371 -0.181 0.10
H -15.409 16.406 13.266 -0.570 -0.068 -0.298 0.40
H -13.981 16.720 12.370 0.098 0.244 -0.081 -0.26
Cl -6.726 21.848 7.602 -0.076 -0.057 0.799 -0.12
C -8.090 21.477 8.682 -0.419 -0.553 0.253 -0.17
C -8.838 20.236 8.168 -0.168 1.038 0.011 0.24
Cl -9.513 20.612 6.569 -0.163 -0.364 0.054 -0.12
H -8.691 22.380 8.784 -0.333 -0.112 -0.670 0.10
H -7.881 21.254 9.731 1.146 -0.073 -0.147 0.21
H -9.676 20.032 8.839 0.008 -0.073 -0.088 -0.55
H -8.194 19.360 8.130 0.004 0.097 -0.245 0.42
```
Positions in Å, forces in eV/Å.

Properties
Kohn-Sham gap in eV: 2.25
Maximum force in eV Å⁻¹: 4.4
Charge: +2
HOMO energy in hartree: -0.552

The following is a DFT calculation (ωB97M-V/def2-TZVPD) of a structure of composition C8H14BI2O4 at a distorted geometry.

Geometry as XYZ:
```
29
Properties=species:S:1:pos:R:3:forces:R:3:mulliken_charge:R:1
C -3.533 -3.903 -0.633 -0.576 -0.647 -1.318 -0.90
C -3.077 -2.895 -1.836 1.907 3.880 0.456 0.18
I -3.517 -3.570 -3.917 0.044 -0.103 1.431 -0.16
C -2.401 -1.577 -1.719 -2.297 -4.786 0.197 -0.32
I -1.814 -0.343 -3.468 -0.518 -0.970 1.084 -0.09
B -2.056 -0.976 -0.227 0.957 0.177 -0.054 0.35
C -0.526 -1.342 0.307 1.699 0.617 -0.171 -0.54
C 0.640 -0.647 -0.652 0.543 -1.219 0.580 -0.39
O 0.351 0.779 -0.905 1.552 -0.526 -0.198 -0.48
H -4.579 -4.360 -0.948 2.092 0.925 0.558 0.33
H -3.692 -3.412 0.412 0.786 -0.655 -2.160 0.23
H -2.786 -4.827 -0.620 -1.470 2.058 0.221 0.23
H -2.797 -1.417 0.603 -0.589 -0.293 0.150 -0.31
H -2.137 0.214 -0.266 -0.286 0.509 -0.047 -0.24
H -0.404 -2.508 0.307 0.273 2.065 0.071 0.16
H -0.340 -0.912 1.404 -0.463 -1.030 -2.140 0.13
H 1.696 -0.687 -0.131 -1.820 -0.118 -0.899 0.29
H 0.719 -1.274 -1.648 -0.225 1.390 1.706 0.24
H 1.186 1.226 -1.247 -1.548 -1.174 0.639 0.26
C 2.977 3.663 2.395 -0.174 0.486 0.923 -0.28
C 1.946 3.089 1.477 -1.252 -0.241 0.290 -0.26
O 2.629 2.989 0.242 1.202 0.055 -0.022 -0.26
C 3.962 2.928 0.530 1.556 -0.604 -1.815 0.64
O 4.831 2.668 -0.285 -1.867 0.612 1.837 -0.56
O 4.195 3.194 1.848 0.119 -0.272 -0.840 -0.31
H 2.855 3.317 3.425 0.191 0.013 -0.180 0.29
H 2.983 4.758 2.385 0.016 -0.061 -0.012 0.24
H 1.622 2.089 1.785 -0.007 0.105 -0.101 0.19
H 1.067 3.734 1.384 0.154 -0.192 -0.187 0.33
```
Positions in Å, forces in eV/Å.

Properties
Kohn-Sham gap in eV: 6.98
Maximum force in eV Å⁻¹: 5.3
Charge: -1
HOMO energy in hartree: -0.167

The following is a DFT calculation (ωB97M-V/def2-TZVPD) of the molecule C8H14BrN at a distorted geometry.

Geometry as XYZ:
```
24
Properties=species:S:1:pos:R:3:forces:R:3:mulliken_charge:R:1
C -0.085 -1.352 1.406 -0.219 0.304 0.030 -1.38
C -0.684 -0.694 0.412 -0.287 -0.817 0.648 0.86
C -1.926 -1.226 -0.239 0.108 0.011 -0.058 -1.54
N -0.199 0.539 -0.055 0.162 0.407 -0.198 0.24
C -1.197 1.508 -0.483 -0.229 0.210 0.002 -1.15
C 1.084 0.859 0.094 4.111 -4.053 -1.530 0.76
C 1.586 2.248 0.136 -0.160 0.153 0.024 -1.61
C 2.367 -0.404 -0.417 -3.874 4.063 1.172 -0.06
C 1.889 -1.759 -0.750 0.267 -0.088 0.009 -0.98
Br 3.859 -0.304 0.744 0.262 -0.120 0.159 -0.18
H 0.779 -0.952 1.906 0.201 0.100 0.027 0.40
H -0.459 -2.298 1.752 -0.178 -0.174 -0.062 0.35
H -2.801 -0.640 0.034 -0.113 0.026 -0.042 0.33
H -2.092 -2.253 0.077 -0.006 0.032 0.018 0.44
H -1.830 -1.212 -1.324 -0.059 -0.023 -0.130 0.34
H -1.754 1.126 -1.340 0.018 0.058 0.018 0.34
H -1.898 1.710 0.332 -0.005 0.023 -0.080 0.35
H -0.717 2.438 -0.768 0.019 -0.057 -0.025 0.44
H 1.619 2.707 -0.858 -0.045 0.010 0.084 0.30
H 0.944 2.853 0.780 0.047 0.116 -0.004 0.41
H 2.598 2.260 0.538 -0.002 -0.070 -0.045 0.38
H 2.721 -2.297 -1.211 -0.023 -0.033 -0.019 0.42
H 1.527 -2.346 0.105 0.088 -0.045 0.009 0.29
H 1.080 -1.689 -1.478 -0.083 -0.033 -0.005 0.27
```
Positions in Å, forces in eV/Å.

Properties
Kohn-Sham gap (alpha / beta) in eV: 7.50 / 6.96
Maximum force in eV Å⁻¹: 6.0
SMILES: C=C(C)N(C)/C(C)=C(\C)Br
HOMO energy (alpha / beta) in hartree: -0.254 / -0.240

The following is a DFT calculation (ωB97M-V/def2-TZVPD) of the molecule C8H14BrOP at a distorted geometry.

Geometry as XYZ:
```
25
Properties=species:S:1:pos:R:3:forces:R:3:mulliken_spin:R:1
C 0.299 -0.096 0.271 -4.941 -2.621 -0.240 -0.05
C 1.325 0.443 0.149 2.745 3.626 0.387 0.16
C 1.809 3.182 -1.262 -0.847 1.982 -0.648 0.03
C -0.749 -2.170 1.155 1.265 2.150 -0.279 0.00
C -0.852 -1.573 -1.202 0.580 -0.611 -4.584 -0.01
C -2.233 -0.182 0.411 -1.491 -1.205 1.100 0.00
C 2.306 2.727 0.068 0.047 2.083 1.931 0.02
C -0.945 -0.963 0.114 0.674 0.298 3.501 -0.01
O 2.356 1.265 0.290 -2.129 1.289 0.729 0.09
P 4.193 0.617 -0.204 4.101 -1.208 -1.100 1.68
Br 3.948 -1.403 0.659 -0.192 0.069 0.057 0.11
H 2.224 2.610 -2.076 0.188 -0.099 -0.315 0.00
H 0.686 3.152 -1.324 1.097 -0.073 0.005 0.00
H 2.126 4.312 -1.396 -0.614 -2.229 0.246 0.00
H 0.211 -2.588 0.852 -0.386 -0.826 -0.184 0.00
H -0.528 -1.878 2.204 -0.773 0.220 -0.599 0.00
H -1.621 -2.768 1.042 -0.373 -1.006 0.171 0.00
H -1.100 -0.903 -2.076 0.290 0.131 1.069 0.00
H -1.538 -2.425 -1.510 1.019 0.472 1.256 0.00
H 0.258 -1.755 -1.357 -1.501 -0.674 -0.152 0.00
H -2.367 0.002 1.524 0.231 -0.195 -1.350 0.00
H -3.196 -0.685 0.032 1.555 0.158 0.633 0.00
H -2.259 0.744 -0.094 0.256 1.255 -0.507 0.00
H 1.660 3.238 0.862 0.731 -1.253 -0.727 -0.01
H 3.356 3.191 0.277 -1.532 -1.733 -0.399 -0.02
```
Positions in Å, forces in eV/Å.

Properties
Kohn-Sham gap (alpha / beta) in eV: 6.46 / 9.22
Multiplicity: 3
Energy relative to the best compared isomer or geometry (same formula, charge and spin) in eV: 0.000
Maximum force in eV Å⁻¹: 5.6
⟨S²⟩: 2.005
HOMO energy (alpha / beta) in hartree: -0.214 / -0.356

The following is a DFT calculation (ωB97M-V/def2-TZVPD) of a structure of composition C8H14ClCuN2O4 at a distorted geometry.

Geometry as XYZ:
```
30
Properties=species:S:1:pos:R:3:forces:R:3:mulliken_charge:R:1
Cu -3.840 -2.169 0.928 1.816 -0.049 -0.219 0.86
Cl -0.824 -2.760 0.415 -0.340 1.759 1.102 1.59
O -1.424 -3.959 0.022 -1.149 -2.559 -0.606 -0.63
O 0.568 -2.786 0.197 0.612 0.261 0.035 -0.58
O -1.474 -1.687 -0.306 -0.889 1.147 -1.396 -0.56
O -1.174 -2.458 1.790 -0.067 -0.499 1.070 -0.69
C -1.293 0.023 -4.499 1.926 -0.499 -0.058 -1.17
C -2.521 0.697 -4.038 -1.340 -0.713 0.432 -0.33
C -2.482 1.051 -2.516 0.523 0.696 -0.616 -0.07
C -1.249 1.718 -2.091 0.317 0.348 -0.283 0.19
N -0.299 2.293 -1.797 -0.091 -0.133 0.028 -0.48
H -0.470 0.726 -4.373 0.357 -0.212 0.117 0.33
H -1.201 -0.327 -5.527 -0.724 0.317 -0.201 0.36
H -1.090 -0.875 -3.915 0.161 0.090 0.312 0.26
H -3.328 -0.032 -4.099 -0.370 0.110 -0.168 0.24
H -2.781 1.499 -4.729 -0.025 0.431 0.542 0.31
H -2.540 0.167 -1.881 -0.338 -0.154 -0.201 0.06
H -3.265 1.775 -2.289 -0.313 -0.319 0.139 0.32
C 2.216 0.090 1.857 -0.827 -0.010 1.653 -1.02
C 2.964 -0.040 3.215 2.320 -1.839 -1.902 -0.33
C 3.095 1.099 4.105 -1.800 2.343 2.032 -0.41
C 1.801 1.720 4.429 -5.009 3.219 1.226 0.18
N 0.759 2.256 4.697 4.840 -2.644 -1.261 -0.48
H 2.357 1.016 1.299 0.484 -0.118 0.064 0.35
H 1.180 0.123 2.192 -0.392 0.120 -0.311 0.29
H 2.247 -0.797 1.223 0.515 0.129 0.082 0.30
H 4.050 -0.089 3.138 0.415 -1.146 -1.360 0.24
H 2.769 -0.981 3.731 -0.749 0.174 0.008 0.30
H 3.777 1.860 3.723 -0.235 0.170 -0.168 0.28
H 3.471 0.847 5.096 0.373 -0.419 -0.090 0.30
```
Positions in Å, forces in eV/Å.

Properties
Kohn-Sham gap in eV: 7.00
Energy relative to the best compared isomer or geometry (same formula, charge and spin) in eV: 1.460
Maximum force in eV Å⁻¹: 6.1
HOMO energy in hartree: -0.378

What did the third record say?
The following is a DFT calculation (ωB97M-V/def2-TZVPD) of the molecule C8H14BrN at a distorted geometry.

Geometry as XYZ:
```
24
Properties=species:S:1:pos:R:3:forces:R:3:mulliken_charge:R:1
C -0.085 -1.352 1.406 -0.219 0.304 0.030 -1.38
C -0.684 -0.694 0.412 -0.287 -0.817 0.648 0.86
C -1.926 -1.226 -0.239 0.108 0.011 -0.058 -1.54
N -0.199 0.539 -0.055 0.162 0.407 -0.198 0.24
C -1.197 1.508 -0.483 -0.229 0.210 0.002 -1.15
C 1.084 0.859 0.094 4.111 -4.053 -1.530 0.76
C 1.586 2.248 0.136 -0.160 0.153 0.024 -1.61
C 2.367 -0.404 -0.417 -3.874 4.063 1.172 -0.06
C 1.889 -1.759 -0.750 0.267 -0.088 0.009 -0.98
Br 3.859 -0.304 0.744 0.262 -0.120 0.159 -0.18
H 0.779 -0.952 1.906 0.201 0.100 0.027 0.40
H -0.459 -2.298 1.752 -0.178 -0.174 -0.062 0.35
H -2.801 -0.640 0.034 -0.113 0.026 -0.042 0.33
H -2.092 -2.253 0.077 -0.006 0.032 0.018 0.44
H -1.830 -1.212 -1.324 -0.059 -0.023 -0.130 0.34
H -1.754 1.126 -1.340 0.018 0.058 0.018 0.34
H -1.898 1.710 0.332 -0.005 0.023 -0.080 0.35
H -0.717 2.438 -0.768 0.019 -0.057 -0.025 0.44
H 1.619 2.707 -0.858 -0.045 0.010 0.084 0.30
H 0.944 2.853 0.780 0.047 0.116 -0.004 0.41
H 2.598 2.260 0.538 -0.002 -0.070 -0.045 0.38
H 2.721 -2.297 -1.211 -0.023 -0.033 -0.019 0.42
H 1.527 -2.346 0.105 0.088 -0.045 0.009 0.29
H 1.080 -1.689 -1.478 -0.083 -0.033 -0.005 0.27
```
Positions in Å, forces in eV/Å.

Properties
Kohn-Sham gap (alpha / beta) in eV: 7.50 / 6.96
Maximum force in eV Å⁻¹: 6.0
SMILES: C=C(C)N(C)/C(C)=C(\C)Br
HOMO energy (alpha / beta) in hartree: -0.254 / -0.240